Record 1
C6H8N2 | ωB97M-V/def2-TZVPD

As for the total charge: 0. For the frontier orbital gap, the calculation gives 8.6191 eV. The SMILES is C=C(C)c1ncc[nH]1.

Last column: natural (NBO) charge in e.
Atoms and positions in Å:
C (2.088, 1.201, 0.166)  -0.6286
C (1.341, -0.177, -0.099)  -0.0272
C (1.946, -1.322, 0.015)  -0.3685
C (-0.080, -0.011, -0.183)  0.2735
C (-2.076, -0.736, 0.197)  -0.0851
C (-2.111, 0.636, 0.056)  -0.1096
H (1.889, 1.830, -0.690)  0.1927
H (1.684, 1.625, 1.032)  0.2123
H (3.117, 0.968, 0.229)  0.2207
H (1.285, -2.119, 0.094)  0.2155
H (3.027, -1.686, -0.179)  0.2089
H (-2.963, -1.346, 0.009)  0.2110
H (-2.867, 1.329, 0.048)  0.2000
H (-0.563, 2.199, -0.463)  0.4522
N (-0.809, -1.163, -0.050)  -0.4405
N (-0.798, 1.114, -0.092)  -0.5273

=====

Record 2
C6H8N2 | ωB97M-V/def2-TZVPD

As for the total charge: 0. For the frontier orbital gap, the calculation gives 10.2326 eV. The SMILES is N#C[C@H]1CC[C@@H]2CN21.

Last column: natural (NBO) charge in e.
Atoms and positions in Å:
C (2.187, -0.198, 0.067)  0.2177
C (0.831, -0.817, 0.380)  -0.1240
C (-0.054, 0.135, 1.569)  -0.4063
C (-1.084, 0.824, 0.674)  -0.4634
C (-0.356, 0.579, -0.663)  -0.0757
C (-0.596, -0.204, -1.963)  -0.1672
H (0.884, -1.723, 0.915)  0.2415
H (-0.737, -0.869, 2.129)  0.2032
H (0.365, 0.822, 2.467)  0.2502
H (-1.458, 1.882, 0.816)  0.2380
H (-1.948, -0.030, 0.611)  0.2328
H (0.587, 1.051, -0.757)  0.1830
H (-1.704, -0.415, -2.304)  0.2248
H (0.050, -0.002, -2.667)  0.1901
N (3.292, -0.138, -0.598)  -0.2894
N (-0.259, -0.898, -0.675)  -0.4552

=====

Record 3
C6H8N2 | ωB97M-V/def2-TZVPD

As for the total charge: 0. For the frontier orbital gap, the calculation gives 10.7453 eV. The SMILES is N#C[C@]12CC[C@H](C1)N2.

Last column: natural (NBO) charge in e.
Atoms and positions in Å:
C (-0.522, -1.545, 1.069)  0.2578
C (-0.203, -0.352, 0.283)  -0.0240
C (1.377, 0.122, 0.228)  -0.3686
C (1.229, 1.169, -1.023)  -0.3983
C (-0.319, 1.167, -1.101)  -0.0731
C (-0.768, 1.212, 0.360)  -0.4013
H (1.994, -0.644, -0.126)  0.2179
H (1.802, 0.767, 1.204)  0.2195
H (1.819, 0.932, -1.964)  0.2232
H (1.614, 2.040, -0.657)  0.1973
H (-0.932, 1.913, -1.782)  0.2139
H (-0.328, 1.707, 1.201)  0.2112
H (-1.831, 1.401, 0.610)  0.2216
H (-1.454, -0.164, -1.026)  0.3280
N (-0.486, -2.497, 1.767)  -0.2789
N (-0.579, -0.159, -1.246)  -0.5463

=====

Record 4
C6H8N2 | ωB97M-V/def2-TZVPD

As for the total charge: 0. For the frontier orbital gap, the calculation gives 9.5468 eV. The SMILES is C1=C[C@H]2C=NN[C@@H]2C1.

Last column: natural (NBO) charge in e.
Atoms and positions in Å:
C (0.051, 1.278, 0.891)  -0.4648
C (-1.411, 0.828, 0.919)  -0.1636
C (-1.599, -0.213, 0.145)  -0.1959
C (-0.284, -0.790, -0.117)  -0.3066
C (0.253, -1.706, -0.951)  -0.0376
C (0.586, 0.488, -0.360)  -0.0254
H (0.116, 2.430, 0.819)  0.2150
H (0.505, 1.272, 1.862)  0.2384
H (-2.241, 1.481, 1.158)  0.2111
H (-2.429, -0.850, -0.070)  0.2195
H (0.309, -1.042, 0.895)  0.1979
H (0.014, -2.640, -1.245)  0.2082
H (2.659, 0.006, -1.033)  0.3950
H (0.206, 1.053, -1.234)  0.1807
N (1.445, -1.375, -1.130)  -0.2170
N (1.820, -0.218, -0.547)  -0.4549

=====

One value per record, in order, for calculated total energy: -342.8595, -342.6594, -342.7798, -342.7827 Ha.
One value per record, in order, for energy relative to the best compared isomer or geometry (same formula, charge and spin): 46.7, 172.3, 96.7, 94.9 kcal per mole.